No. 1
Here is 2 unconnected molecules or ions with the total composition C4H12N3 from OMol25. Energies are from wB97M-V/def2-TZVPD.

```
19
Properties=species:S:1:pos:R:3:mulliken_charge:R:1
C 0.70846 -1.30854 0.82978 -0.349
C 0.99047 -1.77347 -0.59270 -0.480
C 1.27494 -0.41844 -0.16275 0.399
C -2.50539 0.21061 0.32356 -0.960
N 2.00030 1.72987 0.44472 -0.545
N 1.79481 0.70767 -0.44016 0.178
N -1.44126 0.63776 -0.59085 -0.472
H -0.31925 -1.15778 1.12815 0.110
H 1.34065 -1.65600 1.63695 0.284
H 1.81811 -2.44386 -0.78205 0.288
H 0.15358 -1.93360 -1.25724 0.239
H -2.26282 0.55883 1.32656 0.338
H -3.49288 0.59734 0.05696 0.338
H -2.55728 -0.87698 0.32207 0.332
H 1.99337 2.65035 0.02225 0.276
H 1.44788 1.65844 1.29101 0.275
H 2.18705 0.87885 -1.36940 0.290
H -1.47540 1.65203 -0.66535 0.238
H -1.65534 0.28694 -1.52152 0.221
```

Values from the calculation:
energy above the lowest of the compared OMol25 structures with the same formula, charge and spin	3.928	eV
net charge	+1
E	-323.53392	hartree
E_LUMO	-3.7	eV


No. 2
Here is a single C6H10BrCl molecule in a non-equilibrium geometry from OMol25. Energies are from wB97M-V/def2-TZVPD.

```
18
Properties=species:S:1:pos:R:3:mulliken_charge:R:1
C 2.10166 0.48447 0.17908 -1.388
C 0.51425 0.63333 -0.00328 0.919
Cl 0.15455 2.00662 -1.06449 -0.218
C -0.31669 0.63585 1.31729 -0.797
C -0.74005 -0.84193 1.06716 -0.765
C -0.23024 -0.63427 -0.45858 0.434
C -1.45619 -0.39036 -1.40961 -1.578
Br 0.77459 -2.01520 -1.27544 -0.088
H 2.63644 0.73598 -0.80100 0.328
H 2.30608 -0.49395 0.59250 0.434
H 2.56376 1.38373 0.70909 0.358
H -1.23394 1.26695 1.39463 0.279
H 0.41191 0.97842 2.13325 0.322
H -0.17233 -1.58098 1.71322 0.256
H -1.82895 -1.05195 1.01514 0.348
H -1.25229 0.06974 -2.52990 0.305
H -2.30877 0.14668 -0.94086 0.335
H -1.92379 -1.33313 -1.63820 0.516
```

Values from the calculation:
energy above the lowest of the compared OMol25 structures with the same formula, charge and spin	0.568	eV
E	-3268.77161	hartree
SMILES	C[C@]1(Cl)CC[C@]1(C)Br
E_LUMO	0.8	eV


No. 3
Here is a gas-phase ion, C4H5N2S (charge +1) in a non-equilibrium geometry from OMol25. Energies are from wB97M-V/def2-TZVPD.

```
12
Properties=species:S:1:pos:R:3:mulliken_charge:R:1
C -1.49556 -0.55543 0.05604 0.109
C 0.88058 -0.12260 0.07431 0.499
C -2.58261 0.44461 -0.13783 0.048
C 2.34106 -0.27458 0.05639 -0.896
N 0.31173 1.00675 0.09671 -0.393
N -1.19340 0.69998 0.19342 0.230
S -0.20355 -1.60601 -0.01991 -0.068
H -2.94207 0.62482 -1.14663 0.246
H -3.27927 0.65625 0.66496 0.236
H 2.76166 0.01520 1.02012 0.297
H 2.64487 -1.29382 -0.16893 0.374
H 2.75656 0.40483 -0.68866 0.316
```

Values from the calculation:
energy above the lowest of the compared OMol25 structures with the same formula, charge and spin	1.960	eV
net charge	+1
E	-662.71493	hartree
E_LUMO	-5.1	eV